# C11H14O9PS2Tb

A molecular structure, C11H14O9PS2Tb in a non-equilibrium geometry (ωB97M-V/def2-TZVPD, OMol25).

Structure (XYZ):
```
38
Properties=species:S:1:pos:R:3:forces:R:3
Tb -2.087817 -0.739473 -0.651641 2.1909 0.4661 2.0946
O -7.654460 0.712475 -3.012561 -0.1706 0.0017 -0.0526
C -6.613290 0.473858 -2.492645 0.4317 -0.1465 0.1092
C -5.237591 1.124016 -2.838151 0.6948 -0.6129 1.1909
O -4.931045 1.841021 -3.737500 -0.3534 0.2137 -0.3210
C -4.241884 0.628234 -1.763516 -2.2289 0.0430 -0.6893
C -4.860363 -0.423587 -0.971250 -1.4855 0.6092 -1.0884
O -4.247985 -1.110519 -0.135412 -0.4263 -0.3357 0.7174
C -6.358487 -0.534959 -1.326412 1.3862 0.3684 0.1307
O -7.121352 -1.245169 -0.750182 -0.4724 -0.0564 -0.1492
O -3.092594 1.047503 -1.586113 0.6622 0.8412 -0.2449
O -0.877688 -2.167727 -1.714449 -0.5935 -0.9307 -1.1304
O -1.981083 -1.866979 -2.417118 0.4968 -1.0608 -0.9340
C 0.284509 2.064392 2.107296 -0.1351 0.4060 -0.0831
C 1.711506 1.588718 2.016101 -0.0659 -0.3111 0.0783
C 2.601844 2.425028 1.131256 0.0015 0.3079 -0.1685
O 1.798932 0.211069 1.585756 0.4863 -0.0489 0.7598
P 0.957424 -0.757495 0.683919 1.0243 -0.6050 0.5163
S -0.655087 -1.502088 1.563987 -0.4871 -0.0321 0.4571
S 0.618247 0.112320 -1.014726 -0.5144 1.0682 -1.1865
O 1.955626 -1.989093 0.612328 -0.2624 0.0693 -0.3479
C 3.367620 -2.033796 0.224356 -0.2905 -0.0586 0.2671
C 3.751376 -1.086294 -0.886086 0.1604 0.1564 -0.1167
C 4.190242 -1.853304 1.481349 0.2470 0.0379 0.0359
H 0.289836 3.075416 2.522286 -0.0678 -0.0522 0.0056
H -0.318650 1.427044 2.751588 0.0526 -0.0462 0.0043
H -0.171666 2.115937 1.116708 0.0022 -0.0200 0.0174
H 2.139975 1.560460 3.020363 -0.0287 -0.0143 -0.0046
H 2.224969 2.467671 0.107818 -0.0375 -0.0536 0.0475
H 3.614986 2.023416 1.112723 -0.0126 -0.0243 0.0256
H 2.646650 3.444987 1.521664 0.0170 -0.0483 -0.0174
H 3.468171 -3.054953 -0.142673 0.0139 -0.0325 0.0406
H 3.660963 -0.038392 -0.596583 -0.0364 -0.0277 0.0854
H 3.160035 -1.241223 -1.785733 -0.0268 -0.0567 0.0087
H 4.802287 -1.271546 -1.125860 -0.0677 0.0018 -0.0157
H 4.144414 -0.820210 1.825631 -0.0220 -0.0147 0.0081
H 5.236264 -2.104326 1.287761 -0.0566 0.0092 -0.0336
H 3.825165 -2.502434 2.275720 -0.0254 -0.0107 -0.0168
```
Positions in Å, forces in eV/Å.

As for the relative energy (zero: lowest compared OMol25 entry of this formula, charge and spin): 167.1 kJ/mol. As for the spin multiplicity: 7. The calculation puts the HOMO energy (spin up / spin down) at -0.3367 / -0.3400 Eh. As for the expectation value of S²: 12.6859. The value obtained for the max |F| is 3.07 eV/A.

In the Löwdin picture, each atom carries the following charge in e: 1.38, 0.20, -0.21, -0.22, 0.19, -0.29, -0.28, -0.06, -0.22, 0.19, -0.05, -0.34, -0.29, -0.07, -0.44, -0.05, -0.30, -0.19, 0.29, 0.38, -0.30, -0.42, -0.08, -0.05, 0.09, 0.07, 0.06, 0.15, 0.07, 0.08, 0.09, 0.14, 0.06, 0.07, 0.09, 0.07, 0.09, 0.09